No. 1
178
Properties=species:S:1:pos:R:3 method="wB97M-V/def2-TZVPD" e_homo_ev=-11.2 energy_ha=-12021.1462 charge=+1
C 3.88764 -1.09761 -0.29699
C 4.99517 -0.02590 -0.36304
O 4.57596 1.22951 -0.93970
P 3.71297 2.17575 0.03265
O 3.90594 1.95567 1.47118
C 1.95503 2.01778 -0.47883
C 1.22322 0.87918 0.30974
C -0.17979 1.33408 0.78323
P -1.57311 0.69016 -0.23512
C -1.42963 1.47204 -1.91361
C -1.04758 0.55194 -3.09956
O -1.85072 0.36060 -3.94282
I 0.88086 -0.36559 -3.35472
C -1.41520 -1.12955 -0.20197
C -2.25226 -1.91224 -1.25324
C -2.44540 -3.37487 -0.76630
Br -3.90213 -1.02279 -1.78931
C -3.07274 1.20517 0.67885
Br -4.11676 -0.13385 1.60646
C -3.48895 2.46317 0.78349
C -4.72950 2.93364 1.51422
Br -2.47255 3.88914 -0.04047
O 4.14353 3.69480 -0.40960
C 3.30937 4.68933 0.21651
C 2.48473 5.43217 -0.87030
H 3.11726 -0.89231 -1.05243
H 4.32056 -2.07377 -0.56140
H 3.45189 -1.18375 0.70666
H 5.77548 -0.41108 -1.03152
H 5.45624 0.10371 0.62068
H 1.39864 2.95554 -0.36565
H 1.96821 1.79760 -1.55928
H 1.22390 -0.07166 -0.22963
H 1.83384 0.71764 1.21216
H -0.37560 0.89347 1.77583
H -0.25968 2.41975 0.90692
H -2.33943 2.02160 -2.18378
H -0.63793 2.23728 -1.83834
H -0.37750 -1.48674 -0.25386
H -1.78068 -1.43873 0.79212
H -1.63676 -1.96828 -2.16062
H -1.76694 -3.56427 0.07881
H -3.47996 -3.63291 -0.52618
H -2.10305 -4.05425 -1.56153
H -5.55826 2.22845 1.42397
H -5.04739 3.84710 0.98850
H -4.49802 3.20985 2.54968
H 2.60232 4.26112 0.94135
H 3.89706 5.43156 0.76756
H 2.96758 6.37376 -1.15928
H 2.42162 4.79836 -1.76650
H 1.46055 5.65854 -0.54251
C -5.09651 2.73588 -3.70793
O -4.81856 1.69269 -4.63469
H -6.15614 2.97127 -3.76619
H -4.85584 2.41306 -2.68644
H -4.51873 3.63160 -3.95494
H -3.87876 1.49336 -4.57267
C -2.43861 -6.24027 -3.86162
O -3.22982 -6.44485 -2.69361
H -1.42607 -6.58036 -3.65895
H -2.85011 -6.81183 -4.69421
H -2.41918 -5.17684 -4.11419
H -4.11991 -6.13894 -2.89771
C -2.42009 8.05644 -0.40212
O -1.25729 7.24889 -0.20092
H -2.15259 9.09460 -0.23060
H -2.78154 7.94657 -1.42637
H -3.20512 7.76706 0.30154
H -1.51023 6.33547 -0.35717
C 8.23182 0.63195 1.46715
O 7.38633 0.38666 2.58487
H 9.21905 0.22559 1.67690
H 7.82495 0.14186 0.57766
H 8.31081 1.70622 1.29386
H 6.52156 0.75611 2.37203
C -0.02170 -7.37282 -1.11214
O 0.87245 -6.79635 -2.05885
H -1.03874 -7.26997 -1.48840
H 0.20953 -8.42992 -0.98214
H 0.06238 -6.85242 -0.15336
H 1.76899 -6.89670 -1.70903
C 4.72674 -8.34980 -1.21117
O 3.62175 -7.45154 -1.35757
H 4.35510 -9.27972 -0.79026
H 5.18089 -8.54763 -2.18419
H 5.47071 -7.92331 -0.53596
H 3.96619 -6.63268 -1.72882
C 7.69684 3.72939 -0.89916
O 6.86280 3.48391 0.22546
H 8.68780 3.33391 -0.68460
H 7.29645 3.22917 -1.78622
H 7.77533 4.80298 -1.08882
H 5.98569 3.83333 0.02310
C -5.18336 1.65488 5.58639
O -4.27509 2.26054 4.66469
H -6.19862 1.83655 5.24180
H -5.00434 0.57780 5.63039
H -5.05445 2.09343 6.57796
H -3.38444 2.08986 4.98733
C -7.76640 4.65181 -0.54250
O -7.85146 3.98426 0.71420
H -7.03445 4.12965 -1.15622
H -8.73352 4.63466 -1.04906
H -7.44396 5.68684 -0.40322
H -8.50111 4.45472 1.24560
C -4.44797 -3.05112 -5.16172
O -4.75208 -4.40394 -5.47567
H -4.44747 -2.95519 -4.07837
H -3.45861 -2.78668 -5.54663
H -5.19947 -2.38049 -5.58408
H -4.74836 -4.49493 -6.43336
C -1.54949 -0.88746 4.39681
O -0.61730 -0.30439 3.48548
H -2.55637 -0.69868 4.02851
H -1.38818 -1.96533 4.45905
H -1.43917 -0.43914 5.38641
H 0.26620 -0.48187 3.82697
C -3.17135 2.33608 -7.66651
O -2.97030 1.01439 -7.18641
H -3.92781 2.30497 -8.44814
H -3.52254 2.97641 -6.85073
H -2.24399 2.73969 -8.08099
H -2.30315 1.06002 -6.49493
C -5.40249 5.26824 -7.63557
O -6.03715 4.38033 -6.71873
H -5.80195 6.26652 -7.47433
H -4.32259 5.28131 -7.46094
H -5.60962 4.96028 -8.66337
H -5.67961 3.49822 -6.86729
C -3.86236 4.57214 8.40626
O -3.68582 3.24047 8.88679
H -4.61555 4.55928 7.62153
H -4.19818 5.22033 9.21863
H -2.92125 4.94798 7.99678
H -3.01598 3.27616 9.57625
C 9.45160 -0.10991 5.88947
O 8.12709 -0.50195 6.23295
H 10.01749 0.02912 6.80785
H 9.92585 -0.88862 5.28667
H 9.42969 0.82967 5.33204
H 7.64391 -0.61897 5.40717
C -2.63736 10.92832 -3.27860
O -3.42181 10.74972 -2.10274
H -1.66023 10.48266 -3.10584
H -3.11079 10.43449 -4.13110
H -2.51202 11.99170 -3.49459
H -4.28187 11.14781 -2.26763
C 4.17516 0.19561 5.29736
O 4.32023 -1.12789 5.79076
H 3.47171 0.18711 4.46516
H 3.79095 0.84797 6.08697
H 5.14312 0.56552 4.94783
H 4.94491 -1.09580 6.52624
C 1.85181 -9.71026 0.70608
O 3.06955 -10.39763 0.97601
H 2.02031 -8.64389 0.83786
H 1.53739 -9.90019 -0.32288
H 1.07177 -10.03872 1.39801
H 2.90496 -11.33807 0.85603
C 1.18540 -4.01201 -0.19068
O 0.93830 -3.13693 0.91333
H 0.38869 -3.88215 -0.91988
H 2.14190 -3.76026 -0.65584
H 1.20229 -5.05132 0.13928
H 1.65124 -3.26506 1.54757
C 4.12547 -3.01665 9.11999
O 5.09567 -2.42439 8.26375
H 3.14087 -2.82479 8.70009
H 4.28389 -4.09580 9.18393
H 4.18103 -2.57773 10.11919
H 5.96352 -2.59857 8.64161
C -0.01240 -10.19426 -3.63984
O -0.47485 -9.08643 -4.39871
H -0.19018 -11.10172 -4.21217
H 1.05991 -10.09135 -3.44807
H -0.55854 -10.25226 -2.69339
H -0.30526 -8.29598 -3.87441

---

No. 2
177
Properties=species:S:1:pos:R:3 method="wB97M-V/def2-TZVPD" de_lowest_kcal_mol=73.6 e_homo_ev="0.0 / -7.0" energy_ha=-3212.1195 spin_multiplicity=2 s2=0.751 charge=-1
C -12.23888 -6.99877 14.28229
C -12.53565 -8.49258 14.17238
C -14.10832 -8.70245 14.11029
O -14.38517 -10.12342 14.11884
C -15.76172 -10.51623 13.88487
N -11.88992 -9.05507 13.01684
H -11.20198 -6.68054 14.39026
H -12.78075 -6.56677 15.12362
H -12.65588 -6.54439 13.38354
H -12.09285 -9.01465 15.02059
H -14.52372 -8.41617 13.14407
H -14.66083 -8.06073 14.79660
H -15.77706 -11.56302 13.58142
H -16.07740 -10.20274 12.88980
H -16.48085 -10.23690 14.65486
H -10.93801 -8.78757 13.22276
H -12.15339 -8.61303 12.14777
C -17.13334 -6.25707 5.46554
C -18.32894 -5.66418 4.66717
C -18.01120 -4.79582 3.38877
O -19.20357 -4.65342 2.63107
C -18.86637 -4.41907 1.25252
N -19.15028 -6.80366 4.32565
H -17.45963 -6.96196 6.23023
H -16.45079 -5.59926 6.00358
H -16.44894 -6.76529 4.78626
H -18.89169 -5.02690 5.34928
H -17.25146 -5.33082 2.81899
H -17.69242 -3.76135 3.51667
H -19.78840 -4.21816 0.70698
H -18.35990 -5.22204 0.71697
H -18.29888 -3.50653 1.06999
H -19.82838 -7.01446 5.04387
H -19.76517 -6.51057 3.57992
C -7.37972 -10.27838 10.44668
C -7.35901 -9.69409 11.88165
C -6.52247 -8.37859 11.87662
O -5.16245 -8.40370 11.42970
C -4.34770 -9.11553 12.29193
N -8.72694 -9.40179 12.21118
H -6.40310 -10.40904 9.98058
H -7.88466 -9.49301 9.88425
H -7.91567 -11.22504 10.37812
H -6.95446 -10.31957 12.67739
H -6.51821 -7.97656 12.88976
H -6.99951 -7.57706 11.31262
H -4.59589 -10.17622 12.25380
H -4.40092 -8.62782 13.26528
H -3.28900 -9.06355 12.03786
H -9.23481 -8.86019 11.52647
H -9.14282 -10.28736 11.96034
C -8.06349 -2.28170 7.29572
C -9.15675 -3.32116 7.41329
C -10.05493 -3.27624 6.18779
O -11.26659 -3.95131 6.45840
C -12.23868 -3.94113 5.39013
N -8.57237 -4.58489 7.56154
H -8.51944 -1.29978 7.16912
H -7.33437 -2.43925 6.50096
H -7.64297 -2.12243 8.28865
H -9.77154 -3.20902 8.30635
H -9.45256 -3.66226 5.36545
H -10.25595 -2.23191 5.94890
H -13.12593 -4.49623 5.69472
H -11.71931 -4.32522 4.51215
H -12.56359 -2.91658 5.20894
H -9.29026 -5.27597 7.39676
H -7.98537 -4.73039 6.75261
C -11.49209 -6.28101 10.68365
C -12.82687 -6.97032 10.35751
C -13.60712 -6.47739 9.16658
O -14.03174 -5.18248 9.46770
C -14.88249 -4.63317 8.41836
N -12.65478 -8.46729 10.27737
H -11.82775 -5.26125 10.87212
H -10.85270 -6.40809 9.81008
H -11.08554 -6.72019 11.59467
H -13.48379 -6.80260 11.21099
H -14.48184 -7.12076 9.07146
H -13.05118 -6.51379 8.22972
H -15.32807 -3.72931 8.83382
H -15.82128 -5.18174 8.34187
H -14.36397 -4.52525 7.46568
H -13.38385 -8.72806 9.62887
H -11.81551 -8.75825 9.79667
C -18.79928 -5.45575 8.40515
C -20.02988 -6.31662 8.21864
C -20.02122 -7.65540 8.96705
O -19.75332 -7.45033 10.37696
C -20.02105 -8.63106 11.15773
N -21.16713 -5.57078 8.67734
H -18.70964 -5.10471 9.43318
H -18.76292 -4.69132 7.62899
H -17.88670 -6.03135 8.25033
H -20.01633 -6.51935 7.14774
H -19.18610 -8.26834 8.62797
H -20.91074 -8.23664 8.72414
H -19.52565 -9.49661 10.71783
H -21.08321 -8.85095 11.26527
H -19.58516 -8.75829 12.14864
H -21.07776 -5.84763 9.64454
H -22.02860 -6.07134 8.51178
C -18.56063 -12.28379 8.57310
C -17.12095 -12.54710 8.99306
C -16.88100 -12.07954 10.48093
O -17.09710 -10.65018 10.68657
C -16.10505 -9.69082 10.31949
N -16.86071 -14.00626 8.75002
H -18.85719 -11.23587 8.52828
H -19.29147 -12.53239 9.34262
H -18.71446 -12.70813 7.58095
H -16.54489 -11.90875 8.32317
H -15.86936 -12.41323 10.71189
H -17.48922 -12.51138 11.27571
H -15.05707 -9.90824 10.52584
H -16.53238 -8.75029 10.66718
H -16.18872 -9.55996 9.24062
H -17.07183 -14.45052 9.63216
H -17.59767 -14.39967 8.18239
C -16.01760 -5.53407 12.12210
C -17.42850 -5.27506 12.70931
C -17.92952 -5.90695 14.07776
O -19.11255 -5.20912 14.49935
C -20.41517 -5.54932 13.96386
N -17.63074 -3.82362 12.73209
H -15.58598 -6.50785 12.35350
H -15.27727 -4.75720 12.31308
H -16.08097 -5.68058 11.04386
H -18.04150 -5.52356 11.84295
H -17.24052 -5.75638 14.90884
H -18.04355 -6.97375 13.88529
H -20.93025 -6.41035 14.38978
H -20.39674 -5.78731 12.90033
H -21.18995 -4.78643 14.04011
H -18.15617 -3.78500 11.87039
H -18.38338 -3.81374 13.40554
C -14.23348 -9.71196 4.93623
C -13.43255 -10.14588 6.14869
C -12.07709 -10.70207 5.91864
O -11.28537 -9.83538 5.11826
C -10.02209 -10.24133 5.06714
N -13.36118 -8.95747 6.93870
H -14.65291 -10.51247 4.32685
H -13.67862 -8.91114 4.44744
H -15.14760 -9.29789 5.36170
H -14.15355 -10.83181 6.59339
H -12.27037 -11.61178 5.35017
H -11.54180 -11.01191 6.81617
H -9.43487 -9.38621 4.73241
H -9.74925 -11.09179 4.44234
H -9.63193 -10.51900 6.04631
H -12.40995 -8.73475 6.68248
H -13.87916 -8.27925 6.39849
O -14.49661 -1.85647 7.01169
H -15.40907 -1.78609 7.29220
H -14.53965 -2.29810 6.16355
O -7.96470 -4.46108 10.41671
H -8.86090 -4.47700 10.08084
H -7.41506 -4.44406 9.63324
O -8.70867 -5.69006 12.55446
H -8.36485 -5.14658 11.84548
H -9.45998 -5.20055 12.88935
O -10.52683 -11.38854 10.14629
H -10.58814 -10.61740 9.58254
H -11.43535 -11.60649 10.35446
O -10.22068 -8.66068 8.77357
H -10.76089 -8.19479 8.13532
H -9.38208 -8.19937 8.76042
O -11.05206 -6.81028 6.40758
H -10.70881 -6.95920 5.52654
H -11.04405 -5.85867 6.51057
O -13.17230 -11.37253 11.57742
H -12.72788 -11.06755 12.36844
H -13.46192 -10.57142 11.14086
O -12.90331 -2.06440 10.46607
H -12.99318 -2.84494 9.91933
H -13.72319 -2.02034 10.95810

---

No. 3
75
Properties=species:S:1:pos:R:3 method="wB97M-V/def2-TZVPD" de_lowest_kcal_mol=74.4 e_homo_ev=6.2 energy_ha=-3680.7424 charge=-5
O 1.17500 -0.80450 0.35062
V 0.80893 0.51350 -0.47057
O 1.63667 1.69190 0.04950
C -4.27290 1.41314 -3.03883
C -2.81143 1.21804 -2.81019
C -2.25190 1.38182 -1.27766
O -1.01943 1.46477 -1.01561
C -3.28576 1.59581 -0.26318
C -4.55853 1.77938 -0.57850
C -5.07625 1.64028 -1.99596
O -6.32120 1.96047 -2.37351
O -5.34831 1.88049 0.45484
O -1.98316 0.85946 -3.67707
H -4.63107 1.19791 -4.03471
H -2.92649 1.78873 0.73688
C 1.41149 0.76063 -6.22791
C 2.11406 1.89918 -6.12815
C 2.40447 2.61333 -4.76777
O 3.17178 3.68322 -4.59495
C 1.94890 2.01668 -3.60898
C 1.27336 0.74668 -3.62997
C 0.87560 0.13646 -5.02320
O 0.25221 -0.89678 -5.11855
O 0.91717 0.16518 -2.57291
O 2.44682 2.55284 -7.22601
H 1.36201 0.18081 -7.13773
H 2.16145 2.45214 -2.64379
C -2.24265 -2.06090 -0.24787
C -1.53795 -2.24564 -1.50613
C -2.37063 -2.33027 -2.87971
O -1.66269 -2.19738 -3.84445
C -3.78441 -2.19037 -2.84777
C -4.33501 -1.82622 -1.68726
C -3.58925 -1.85547 -0.33459
O -4.17032 -1.41283 0.75200
O -5.63603 -1.55095 -1.75753
O -0.28535 -2.41546 -1.54488
H -1.74754 -1.97940 0.70849
H -4.25523 -2.29873 -3.81367
F 0.03652 0.82599 2.01884
C -0.58217 1.80360 2.71515
C -1.05859 2.96041 2.04769
C -1.78595 3.96288 2.70948
C -1.96697 3.84018 4.06649
C -1.38848 2.79237 4.80722
C -0.78372 1.76176 4.03869
H -0.78305 3.03258 1.00592
H -2.16942 4.85477 2.23631
H -2.52364 4.54503 4.66625
H -1.41408 2.80298 5.88686
H -0.52268 0.91056 4.65002
F 5.07692 -2.65468 0.51623
C 4.92640 -1.52364 1.10767
C 3.71354 -1.25170 1.82962
C 3.53358 0.03752 2.38151
C 4.44339 1.04831 2.19248
C 5.56386 0.84088 1.35431
C 5.83153 -0.50194 0.94381
H 3.02672 -2.05797 2.04081
H 2.71744 0.16916 3.07648
H 4.27289 1.99887 2.67598
H 6.23140 1.66548 1.15225
H 6.75308 -0.68307 0.41058
F 0.94625 -1.76899 5.08844
C 1.14273 -2.57111 4.01756
C 1.97709 -3.67079 4.27592
C 2.11842 -4.64738 3.27212
C 1.37365 -4.53325 2.11075
C 0.49536 -3.48863 1.82845
C 0.39941 -2.47768 2.84653
H 2.54325 -3.81512 5.18423
H 2.81210 -5.41748 3.57569
H 1.37996 -5.30429 1.35453
H -0.02297 -3.43413 0.88253
H -0.17005 -1.57920 2.65987